{
  "formula": "C30H49NO13P",
  "method": "the ωB97M-V functional and the def2-TZVPD basis",
  "symbols": ["C", "O", "C", "C", "C", "C", "C", "C", "C", "C", "P", "C", "C", "C", "N", "C", "C", "H", "H", "H", "H", "H", "H", "H", "H", "H", "H", "H", "H", "H", "H", "H", "H", "H", "H", "H", "H", "H", "H", "H", "H", "H", "C", "C", "C", "O", "C", "O", "O", "H", "H", "H", "H", "H", "H", "C", "C", "C", "O", "C", "O", "O", "H", "H", "H", "H", "H", "H", "C", "C", "C", "O", "C", "O", "O", "H", "H", "H", "H", "H", "H", "C", "C", "C", "O", "C", "O", "O", "H", "H", "H", "H", "H", "H"],
  "coordinates": [[-0.3198, -6.9118, 3.8952], [0.3467, -6.2226, 2.8467], [-0.4837, -6.0906, 1.7132], [0.2930, -6.3048, 0.4067], [-0.7182, -6.1949, -0.7446], [-0.0673, -6.0313, -2.1245], [0.2984, -4.5834, -2.5162], [-0.8247, -3.7665, -3.1808], [-2.1848, -3.7701, -2.4620], [-2.2599, -2.9409, -1.1673], [-1.9319, -1.1633, -1.4154], [-0.1802, -0.7849, -1.4079], [0.7445, -1.5425, -0.6911], [2.1055, -1.2859, -0.7072], [2.6128, -0.2824, -1.4264], [1.7277, 0.4629, -2.0811], [0.3468, 0.2982, -2.1289], [0.3348, -6.9620, 4.7665], [-1.2575, -6.4245, 4.1844], [-0.4868, -7.9432, 3.5589], [-0.9932, -5.1114, 1.6928], [-1.2779, -6.8514, 1.7656], [1.0684, -5.5312, 0.3716], [0.7303, -7.3032, 0.4770], [-1.4243, -5.4018, -0.4896], [-1.2901, -7.1305, -0.7623], [0.8512, -6.6259, -2.1558], [-0.7145, -6.4352, -2.9127], [0.7232, -4.0511, -1.6593], [1.0963, -4.6573, -3.2635], [-0.4762, -2.7236, -3.2184], [-0.9794, -4.0642, -4.2210], [-2.4740, -4.8023, -2.2491], [-2.9516, -3.3896, -3.1473], [-1.6378, -3.3138, -0.3476], [-3.2979, -2.9940, -0.8136], [-2.6750, -0.3953, -0.5327], [-2.3890, -0.9192, -2.6998], [0.3869, -2.3769, -0.0905], [2.7852, -1.9224, -0.1500], [2.1303, 1.2896, -2.6590], [-0.2859, 0.9680, -2.6944], [2.5131, -5.0290, 6.3221], [2.2220, -4.8948, 7.8003], [3.4146, -5.1460, 8.6939], [2.8071, -5.6667, 9.8789], [1.6383, -6.2551, 9.5113], [0.9997, -6.9755, 10.2021], [1.3076, -5.9108, 8.2377], [2.5436, -6.0768, 6.0227], [1.7215, -4.5566, 5.7394], [3.4571, -4.5528, 6.0557], [1.7726, -3.9207, 8.0106], [3.9708, -4.2379, 8.9157], [4.1009, -5.8964, 8.2929], [-4.3736, 5.1804, -1.6007], [-4.0503, 4.0033, -2.4916], [-5.2054, 3.0582, -2.7176], [-4.5277, 1.7985, -2.8997], [-3.3714, 1.8781, -2.2394], [-2.6763, 0.9164, -1.9977], [-3.0805, 3.1225, -1.8716], [-4.3731, 4.8856, -0.5512], [-3.6198, 5.9588, -1.7117], [-5.3419, 5.6114, -1.8539], [-3.6321, 4.3493, -3.4387], [-5.7925, 3.3106, -3.5961], [-5.8707, 2.9743, -1.8563], [2.3539, 6.1840, -2.6743], [2.5470, 5.1054, -3.7167], [1.9510, 5.4305, -5.0656], [1.6140, 4.1321, -5.5735], [1.3986, 3.3284, -4.5098], [0.8883, 2.2515, -4.5702], [1.8307, 3.9036, -3.3662], [1.3485, 6.1532, -2.2591], [3.0408, 6.0298, -1.8433], [2.5432, 7.1759, -3.0886], [3.6059, 4.8525, -3.8057], [2.6550, 5.9294, -5.7267], [1.0382, 6.0280, -4.9993], [0.7087, 10.6064, 1.1428], [1.0961, 9.4609, 0.2342], [0.0240, 8.4105, 0.0706], [0.7859, 7.2168, -0.1555], [1.9949, 7.3977, 0.4527], [2.7781, 6.5305, 0.6566], [2.1701, 8.6936, 0.7986], [0.7962, 10.3164, 2.1897], [1.3761, 11.4541, 0.9918], [-0.3098, 10.9418, 0.9448], [1.4251, 9.8424, -0.7361], [-0.6308, 8.6115, -0.7750], [-0.5839, 8.2725, 0.9683]],
  "lowdin_charge": [-0.100, -0.191, -0.270, -0.164, -0.214, -0.192, -0.190, -0.196, -0.241, -0.318, 1.120, -0.342, -0.089, -0.112, 0.100, -0.109, -0.033, 0.077, 0.093, 0.094, 0.118, 0.121, 0.116, 0.125, 0.074, 0.122, 0.115, 0.114, 0.084, 0.115, 0.088, 0.119, 0.105, 0.110, 0.067, 0.098, 0.061, 0.072, 0.097, 0.118, 0.099, 0.094, -0.024, -0.332, -0.100, 0.066, -0.556, 0.175, 0.077, 0.089, 0.081, 0.089, 0.157, 0.139, 0.141, -0.010, -0.299, -0.065, 0.100, -0.521, -0.057, 0.123, 0.098, 0.085, 0.097, 0.163, 0.147, 0.147, -0.015, -0.307, -0.088, 0.075, -0.560, 0.142, 0.083, 0.083, 0.082, 0.099, 0.162, 0.142, 0.140, -0.017, -0.327, -0.097, 0.030, -0.564, 0.168, 0.094, 0.096, 0.087, 0.090, 0.158, 0.137, 0.140],
  "orbital_gap_ev": 9.0,
  "total_charge": 1
}


{
  "formula": "C6H10O",
  "method": "the ωB97M-V functional and the def2-TZVPD basis",
  "symbols": ["O", "C", "C", "C", "C", "C", "C", "H", "H", "H", "H", "H", "H", "H", "H", "H", "H"],
  "coordinates": [[-1.0703, -2.9507, -2.0855], [-0.9664, -3.0283, -0.8029], [-0.1469, -2.0184, -0.0241], [-0.1056, -0.5868, -0.6772], [0.3597, 0.4778, 0.1812], [0.1788, 1.8034, 0.0516], [0.5662, 2.9784, 1.0386], [-1.6253, -3.8177, -0.2910], [-0.3843, -1.9689, 1.0702], [0.9588, -2.3362, 0.1651], [0.6560, -0.6029, -1.4520], [-1.0614, -0.2434, -1.2499], [0.8717, 0.2034, 1.1870], [-0.4466, 2.2557, -0.8318], [0.2515, 2.8760, 2.1382], [0.2670, 3.9193, 0.5432], [1.6970, 3.0394, 1.0393]],
  "lowdin_charge": [-0.031, -0.195, -0.171, -0.238, -0.201, -0.169, -0.122, 0.130, 0.109, 0.149, 0.112, 0.154, 0.140, 0.124, 0.086, 0.052, 0.070],
  "orbital_gap_ev": 9.8,
  "de_lowest_ev": 2.031,
  "smiles": "C/C=C/CCC=O"
}


{
  "formula": "CH4O2S",
  "method": "the ωB97M-V functional and the def2-TZVPD basis",
  "symbols": ["C", "O", "O", "S", "H", "H", "H", "H"],
  "coordinates": [[-0.8063, -0.4112, 0.4167], [-1.3778, 0.7916, -0.0158], [0.1357, -0.9188, -0.2948], [2.7034, 0.2909, 0.0222], [-1.6444, -1.1589, 0.4979], [-0.5568, -0.2617, 1.5002], [-0.9968, 1.0087, -0.8785], [2.5430, 0.6594, -1.2478]],
  "lowdin_charge": [-0.513, -0.023, -0.065, 0.465, 0.172, 0.154, 0.095, -0.285],
  "orbital_gap_ev": [5.5, 5.6],
  "de_lowest_ev": 4.926
}


{
  "formula": "C5H12O",
  "method": "the ωB97M-V functional and the def2-TZVPD basis",
  "symbols": ["C", "C", "C", "C", "C", "H", "H", "H", "H", "H", "H", "H", "H", "H", "H", "H", "H", "O"],
  "coordinates": [[-0.3901, 0.3657, -1.3153], [0.6925, 0.4406, -0.2750], [1.8788, -0.2601, -0.4064], [2.8672, -0.5682, 0.6304], [0.2362, 1.3345, 0.8426], [0.1045, 0.0597, -2.2487], [-0.7902, 1.3814, -1.3984], [-1.0889, -0.4473, -1.0694], [2.0757, -0.6419, -1.4143], [2.6775, 0.0361, 1.5024], [2.7220, -1.6435, 0.7699], [3.9049, -0.4854, 0.2905], [-0.8596, 1.3572, 0.9298], [0.3781, 2.4088, 0.6634], [0.8081, 1.2307, 1.7608], [-5.8151, -1.5610, 0.0245], [-4.3674, -1.2339, 0.1278], [-5.0342, -1.7734, 0.5854]],
  "lowdin_spin": [0.047, 0.321, 0.381, 0.072, 0.053, 0.004, 0.010, 0.016, 0.012, 0.001, 0.031, 0.017, 0.011, 0.021, 0.005, 0.000, 0.000, 0.000],
  "orbital_gap_ev": [9.5, 5.7],
  "spin_multiplicity": 2,
  "de_lowest_ev": 0.667,
  "total_charge": 1
}


{
  "formula": "C6H15ClNNaO10S",
  "method": "the ωB97M-V functional and the def2-TZVPD basis",
  "symbols": ["Na", "S", "O", "O", "O", "O", "Cl", "O", "O", "O", "O", "C", "O", "C", "C", "N", "C", "C", "O", "C", "H", "H", "H", "H", "H", "H", "H", "H", "H", "H", "H", "H", "H", "H", "H"],
  "coordinates": [[0.2583, -0.3003, 0.7603], [0.9790, -1.5510, 4.0291], [1.1138, -0.4658, 5.0022], [0.4194, -2.8066, 4.6063], [0.2552, -1.1389, 2.8218], [2.2928, -2.1482, 3.7104], [3.4604, -1.7234, -0.1306], [2.2284, -1.4774, -0.8409], [3.4247, -2.9845, 0.5074], [4.5732, -1.5881, -1.0541], [3.6082, -0.6850, 0.8399], [1.9709, 1.8414, -1.3687], [0.8628, 1.7589, -0.4948], [-0.2370, 2.4696, -1.0223], [-1.4446, 2.4820, -0.0480], [-1.7093, 1.1332, 0.4791], [-2.5955, 0.4495, -0.4880], [-2.6418, -1.0272, -0.1677], [-1.4825, -1.8192, -0.4869], [-1.1371, -1.8751, -1.8657], [2.3537, 2.8400, -1.5987], [1.8156, 1.3280, -2.3206], [2.8021, 1.3333, -0.8787], [-0.4717, 2.0852, -2.0201], [0.0720, 3.5115, -1.1543], [-2.3723, 2.9275, -0.4166], [-1.0842, 3.1266, 0.7560], [-2.1283, 1.2336, 1.3944], [-2.2885, 0.6551, -1.5126], [-3.6048, 0.8566, -0.3656], [-3.3925, -1.5429, -0.7767], [-2.9238, -1.1962, 0.8709], [-0.9222, -0.8656, -2.2220], [-1.8196, -2.3602, -2.5708], [-0.2349, -2.4765, -1.9732]],
  "lowdin_charge": [0.421, 0.143, -0.464, -0.506, -0.471, -0.465, 0.607, -0.402, -0.314, -0.406, -0.353, -0.095, -0.179, -0.222, -0.179, -0.056, -0.195, -0.184, -0.173, -0.094, 0.084, 0.094, 0.089, 0.113, 0.115, 0.110, 0.122, 0.131, 0.107, 0.117, 0.116, 0.138, 0.077, 0.081, 0.094],
  "orbital_gap_ev": 2.0,
  "de_lowest_ev": 0.827,
  "total_charge": -2
}


Number 1: maximum force 0.04843 hartree/bohr. Number 2: maximum force 0.10699 hartree/bohr. Number 3: maximum force 0.05245 hartree/bohr. Number 4: maximum force 0.06483 hartree/bohr. Number 5: maximum force 0.12174 hartree/bohr.